## P
DFT (ωB97M-V/def2-TZVPD) results for 2 unconnected molecules or ions with the total composition C2H6N2O.

Cartesian coordinates (Å):
N (-0.88, -1.06, 0.86)
C (-2.04, -0.44, 0.57)
O (-2.12, 0.68, 0.10)
H (-0.88, -2.01, 1.20)
H (-0.01, -0.64, 0.58)
H (-2.94, -1.01, 0.86)
C (1.96, 0.75, -1.15)
N (1.53, 0.67, 0.03)
H (2.47, -0.11, -1.58)
H (1.85, 1.64, -1.78)
H (1.06, 1.54, 0.30)

## Properties
- Kohn-Sham gap: 10.9 eV
- Net charge: 0
- SMILES: NC=O.C=N

Results of the natural (NBO) charge analysis, in e, for atoms 1 through 4: N -0.83; C 0.52; O -0.62; H 0.39


## Q
DFT (ωB97M-V/def2-TZVPD) results for a molecular structure, C2H6N2O.

Cartesian coordinates (Å):
C (2.11, 0.36, -2.04)
C (-1.96, 0.27, -1.60)
N (3.34, 0.26, -2.17)
N (-1.61, -0.14, -0.49)
O (0.98, 0.65, -2.18)
H (-2.70, 0.85, 2.59)
H (-1.35, 0.51, -2.47)
H (-3.05, 0.42, -1.65)
H (-2.18, 0.57, 3.13)
H (3.78, -0.61, -1.94)
H (-0.62, -0.28, -0.40)

## Properties
- Kohn-Sham gap: 10.2 eV
- Net charge: 0

Results of the natural (NBO) charge analysis, in e, for atoms 1 through 4: C 0.86; C -0.04; N -0.76; N -0.60


It is P that is most stable; the runner-up trails by 0.0576 hartree.


## P
DFT (ωB97M-V/def2-TZVPD) results for a single C4H3FS2 molecule.

Cartesian coordinates (Å):
F (-0.35, 2.10, 0.63)
C (-0.09, 0.87, 0.05)
C (0.32, -0.01, 1.09)
C (0.18, -1.41, 0.69)
S (-0.04, -2.79, 1.55)
S (0.35, -1.31, -1.21)
C (-0.04, 0.49, -1.30)
H (0.17, 0.25, 2.11)
H (0.66, 1.29, -1.81)
H (-1.16, 0.53, -1.80)

## Properties
- Kohn-Sham gap: 8.1 eV
- Net charge: 0
- SMILES: FC1=CC(=S)SC1

Results of the natural (NBO) charge analysis, in e, for atoms 1 through 4: F -0.32; C 0.49; C -0.36; C -0.24


## Q
DFT (ωB97M-V/def2-TZVPD) results for a single C4H3FS2 molecule.

Cartesian coordinates (Å):
F (-1.11, 1.94, 0.00)
C (-0.61, 0.70, 0.00)
C (-1.70, -0.28, 0.00)
S (-1.62, -1.90, 0.00)
C (0.74, 0.59, 0.01)
C (1.52, -0.62, 0.00)
S (3.15, -0.61, 0.00)
H (-2.67, 0.23, 0.00)
H (1.31, 1.51, 0.00)
H (1.00, -1.56, -0.01)

## Properties
- Kohn-Sham gap: 6.9 eV
- Net charge: 0
- SMILES: F/C(C=S)=C/C=S

Results of the natural (NBO) charge analysis, in e, for atoms 1 through 4: F -0.32; C 0.37; C -0.36; S 0.12


It is Q that is most stable; the runner-up trails by 0.0102 hartree.


## P
DFT (ωB97M-V/def2-TZVPD) results for a single C20H25N5O3S molecule.

Cartesian coordinates (Å):
C (1.97, -5.52, 1.34)
N (1.43, -4.18, 1.50)
C (2.13, -3.13, 0.91)
O (3.15, -3.31, 0.27)
C (1.48, -1.88, 1.16)
C (0.33, -1.77, 1.92)
N (-0.06, -0.49, 2.04)
C (0.85, 0.20, 1.35)
S (0.87, 1.92, 1.22)
C (-0.74, 2.29, 2.00)
C (-1.91, 2.18, 1.03)
N (-2.22, 3.46, 0.42)
C (-3.54, 3.53, -0.19)
C (-3.59, 2.84, -1.56)
O (-2.62, 3.37, -2.44)
C (-1.32, 3.26, -1.89)
C (-1.23, 3.96, -0.53)
N (1.81, -0.58, 0.80)
C (2.87, -0.17, -0.08)
C (2.37, -0.11, -1.50)
C (1.92, 1.08, -2.06)
C (1.42, 1.10, -3.34)
C (1.35, -0.07, -4.08)
C (1.79, -1.26, -3.54)
C (2.30, -1.28, -2.25)
N (-0.28, -2.86, 2.46)
C (-1.48, -2.71, 3.25)
C (0.27, -4.11, 2.26)
O (-0.24, -5.11, 2.73)
H (2.19, -5.95, 2.31)
H (2.87, -5.44, 0.74)
H (1.23, -6.15, 0.83)
H (-0.84, 1.58, 2.81)
H (-0.67, 3.31, 2.39)
H (-1.69, 1.38, 0.30)
H (-2.79, 1.88, 1.60)
H (-4.27, 3.10, 0.48)
H (-3.77, 4.59, -0.33)
H (-4.55, 3.00, -2.04)
H (-3.43, 1.75, -1.44)
H (-0.65, 3.74, -2.61)
H (-1.04, 2.20, -1.80)
H (-0.23, 3.85, -0.11)
H (-1.43, 5.03, -0.67)
H (3.67, -0.91, 0.01)
H (3.23, 0.81, 0.25)
H (1.98, 1.99, -1.48)
H (1.08, 2.03, -3.77)
H (0.95, -0.05, -5.09)
H (1.75, -2.17, -4.11)
H (2.66, -2.21, -1.82)
H (-1.27, -2.07, 4.12)
H (-1.79, -3.70, 3.58)
H (-2.26, -2.24, 2.65)

## Properties
- Kohn-Sham gap: 8.6 eV
- Net charge: 0
- SMILES: Cn1c(=O)c2c(nc(SCCN3CCOCC3)n2Cc2ccccc2)n(C)c1=O

Results of the natural (NBO) charge analysis, in e, for atoms 1 through 4: C -0.42; N -0.45; C 0.66; O -0.64


## Q
DFT (ωB97M-V/def2-TZVPD) results for a single C20H25N5O3S molecule.

Cartesian coordinates (Å):
C (3.02, 4.68, 0.06)
N (2.34, 3.43, -0.26)
C (2.77, 2.32, 0.47)
O (3.65, 2.42, 1.30)
C (2.05, 1.14, 0.09)
C (1.08, 1.16, -0.90)
N (0.58, -0.08, -1.10)
C (1.23, -0.85, -0.24)
S (1.01, -2.56, -0.09)
C (-0.21, -2.81, -1.41)
C (-1.61, -2.39, -0.98)
N (-2.48, -2.44, -2.14)
C (-2.54, -1.18, -2.87)
C (-3.49, -0.17, -2.22)
O (-4.78, -0.71, -2.04)
C (-4.73, -1.88, -1.26)
C (-3.82, -2.93, -1.91)
N (2.14, -0.17, 0.50)
C (2.97, -0.69, 1.57)
C (2.24, -0.63, 2.89)
C (2.26, 0.54, 3.64)
C (1.56, 0.61, 4.83)
C (0.83, -0.48, 5.27)
C (0.81, -1.64, 4.53)
C (1.51, -1.72, 3.33)
N (0.74, 2.29, -1.56)
C (-0.27, 2.26, -2.59)
C (1.37, 3.48, -1.25)
O (1.08, 4.51, -1.82)
H (2.86, 4.91, 1.11)
H (2.61, 5.46, -0.57)
H (4.09, 4.57, -0.12)
H (0.12, -2.22, -2.26)
H (-0.18, -3.87, -1.66)
H (-1.97, -3.09, -0.22)
H (-1.55, -1.39, -0.52)
H (-1.54, -0.76, -2.93)
H (-2.90, -1.41, -3.88)
H (-3.62, 0.71, -2.86)
H (-3.08, 0.15, -1.24)
H (-5.76, -2.24, -1.18)
H (-4.36, -1.65, -0.24)
H (-3.78, -3.83, -1.29)
H (-4.24, -3.20, -2.89)
H (3.87, -0.06, 1.61)
H (3.24, -1.72, 1.31)
H (2.84, 1.38, 3.29)
H (1.59, 1.52, 5.41)
H (0.29, -0.42, 6.20)
H (0.24, -2.50, 4.87)
H (1.49, -2.63, 2.75)
H (-0.37, 3.27, -3.00)
H (-1.23, 1.94, -2.17)
H (0.02, 1.56, -3.37)

## Properties
- Kohn-Sham gap: 8.5 eV
- Net charge: 0
- SMILES: Cn1c(=O)c2c(nc(SCCN3CCOCC3)n2Cc2ccccc2)n(C)c1=O

Results of the natural (NBO) charge analysis, in e, for atoms 1 through 4: C -0.42; N -0.45; C 0.66; O -0.63


It is Q that is most stable; the runner-up trails by 0.0030 hartree.


## P
DFT (ωB97M-V/def2-TZVPD) results for a molecular structure, C47H41N11PbS.

Cartesian coordinates (Å):
Pb (0.43, 0.66, 0.29)
C (5.40, 3.62, 3.57)
C (5.35, 2.91, 2.22)
N (4.19, 3.26, 1.43)
C (2.96, 2.70, 1.59)
S (1.69, 3.31, 0.59)
N (2.89, 1.80, 2.57)
N (1.82, 0.98, 2.56)
C (1.54, 0.36, 3.65)
C (2.26, 0.60, 4.94)
C (0.55, -0.75, 3.58)
C (0.35, -1.60, 4.67)
C (-0.49, -2.69, 4.54)
C (-1.13, -2.92, 3.33)
C (-0.91, -2.01, 2.31)
N (-0.12, -0.95, 2.43)
H (6.30, 3.33, 4.12)
H (5.42, 4.70, 3.43)
H (4.52, 3.35, 4.16)
H (6.24, 3.15, 1.63)
H (5.34, 1.83, 2.37)
H (4.21, 4.09, 0.87)
H (2.89, 1.48, 4.83)
H (1.56, 0.76, 5.76)
H (2.90, -0.24, 5.21)
H (0.88, -1.42, 5.59)
H (-0.64, -3.36, 5.38)
H (-1.78, -3.77, 3.18)
H (-1.39, -2.13, 1.34)
C (-2.61, 3.37, 3.14)
C (-3.10, 4.39, 2.35)
C (-2.84, 4.37, 0.99)
C (-2.10, 3.33, 0.45)
N (-1.64, 2.34, 1.23)
C (-1.88, 2.36, 2.53)
C (-1.74, 3.29, -1.01)
C (-2.36, 4.15, -1.91)
C (-1.95, 4.14, -3.23)
C (-0.94, 3.28, -3.62)
C (-0.39, 2.42, -2.67)
N (-0.79, 2.44, -1.40)
C (0.72, 1.49, -3.07)
C (0.86, 1.11, -4.40)
C (1.96, 0.35, -4.77)
C (2.89, -0.01, -3.81)
C (2.64, 0.37, -2.50)
N (1.57, 1.07, -2.13)
H (-2.77, 3.36, 4.21)
H (-3.68, 5.20, 2.78)
H (-3.21, 5.17, 0.37)
H (-1.48, 1.54, 3.10)
H (-3.15, 4.82, -1.60)
H (-2.40, 4.81, -3.95)
H (-0.57, 3.30, -4.64)
H (0.12, 1.38, -5.14)
H (2.08, 0.04, -5.80)
H (3.77, -0.58, -4.06)
H (3.30, 0.06, -1.70)
N (2.11, -8.78, -4.77)
C (1.92, -7.77, -4.25)
C (1.68, -6.52, -3.58)
C (1.97, -5.32, -4.23)
C (1.73, -4.12, -3.59)
C (1.22, -4.09, -2.30)
C (0.95, -5.30, -1.65)
C (1.17, -6.50, -2.29)
C (0.98, -2.79, -1.60)
C (1.98, -2.44, -0.68)
C (3.15, -3.23, -0.43)
C (3.91, -2.54, 0.49)
C (3.19, -1.35, 0.77)
N (2.06, -1.28, 0.09)
C (-0.20, -2.14, -2.00)
C (-1.08, -2.62, -3.02)
C (-2.09, -1.70, -3.14)
C (-1.80, -0.69, -2.18)
N (-0.70, -0.94, -1.50)
H (2.36, -5.34, -5.24)
H (1.95, -3.18, -4.09)
H (0.55, -5.28, -0.64)
H (0.95, -7.44, -1.79)
H (3.38, -4.18, -0.88)
H (4.86, -2.83, 0.91)
H (3.49, -0.55, 1.44)
H (-0.97, -3.54, -3.58)
H (-2.94, -1.72, -3.80)
H (-2.38, 0.20, -1.99)
N (-3.41, -0.21, 0.91)
C (-4.66, 0.32, 0.69)
C (-4.88, 1.22, -0.35)
C (-6.15, 1.72, -0.59)
C (-7.23, 1.35, 0.20)
C (-7.01, 0.46, 1.24)
C (-5.75, -0.05, 1.49)
H (-3.20, -0.59, 1.81)
H (-2.64, 0.25, 0.45)
H (-4.05, 1.53, -0.97)
H (-6.30, 2.42, -1.41)
H (-8.22, 1.73, 0.00)
H (-7.84, 0.15, 1.87)
H (-5.59, -0.75, 2.31)

## Properties
- Kohn-Sham gap: 6.7 eV
- Net charge: 0

Results of the Mulliken charge analysis, in e, for atoms 1 through 4: Pb 2.82; C -1.03; C -0.40; N -0.18


## Q
DFT (ωB97M-V/def2-TZVPD) results for a molecular structure, C47H41N11PbS.

Cartesian coordinates (Å):
Pb (-0.20, -0.27, 0.36)
C (5.70, -2.14, 2.76)
C (5.29, -1.81, 1.33)
N (4.02, -2.39, 0.92)
C (2.81, -1.88, 1.24)
S (1.43, -2.61, 0.45)
N (2.83, -0.90, 2.13)
N (1.68, -0.18, 2.26)
C (1.49, 0.45, 3.36)
C (2.41, 0.32, 4.54)
C (0.36, 1.41, 3.42)
C (0.23, 2.31, 4.48)
C (-0.79, 3.25, 4.46)
C (-1.65, 3.30, 3.38)
C (-1.47, 2.37, 2.36)
N (-0.51, 1.45, 2.39)
H (6.71, -1.76, 2.96)
H (5.70, -3.22, 2.92)
H (5.00, -1.68, 3.46)
H (6.04, -2.17, 0.63)
H (5.22, -0.72, 1.21)
H (4.01, -3.24, 0.39)
H (3.07, -0.53, 4.38)
H (1.83, 0.16, 5.46)
H (3.02, 1.21, 4.67)
H (0.93, 2.27, 5.31)
H (-0.90, 3.95, 5.28)
H (-2.45, 4.03, 3.32)
H (-2.11, 2.35, 1.48)
C (3.06, 3.85, -0.08)
C (3.11, 4.02, -1.45)
C (2.08, 3.53, -2.23)
C (1.01, 2.89, -1.61)
N (0.98, 2.69, -0.29)
C (1.98, 3.16, 0.45)
C (-0.18, 2.41, -2.40)
C (-0.35, 2.74, -3.74)
C (-1.49, 2.32, -4.39)
C (-2.44, 1.59, -3.71)
C (-2.20, 1.28, -2.37)
N (-1.10, 1.69, -1.74)
C (-3.16, 0.44, -1.58)
C (-4.09, -0.39, -2.20)
C (-4.89, -1.21, -1.42)
C (-4.75, -1.18, -0.04)
C (-3.80, -0.33, 0.50)
N (-3.02, 0.46, -0.25)
H (3.84, 4.23, 0.57)
H (3.95, 4.52, -1.91)
H (2.13, 3.64, -3.30)
H (1.91, 2.97, 1.52)
H (0.38, 3.34, -4.27)
H (-1.65, 2.58, -5.43)
H (-3.35, 1.27, -4.20)
H (-4.16, -0.44, -3.28)
H (-5.62, -1.86, -1.89)
H (-5.36, -1.80, 0.61)
H (-3.64, -0.28, 1.57)
N (-5.62, -9.52, 0.17)
C (-5.06, -8.51, 0.12)
C (-4.36, -7.25, 0.07)
C (-5.03, -6.10, -0.34)
C (-4.36, -4.88, -0.35)
C (-3.04, -4.80, 0.07)
C (-2.37, -5.96, 0.46)
C (-3.03, -7.18, 0.46)
C (-2.34, -3.48, 0.10)
C (-2.16, -2.94, 1.39)
C (-2.60, -3.57, 2.59)
C (-2.26, -2.73, 3.63)
C (-1.63, -1.62, 3.04)
N (-1.56, -1.72, 1.72)
C (-1.95, -2.99, -1.15)
C (-2.13, -3.66, -2.40)
C (-1.54, -2.87, -3.36)
C (-1.00, -1.75, -2.66)
N (-1.24, -1.82, -1.36)
H (-6.06, -6.16, -0.65)
H (-4.87, -3.98, -0.67)
H (-1.34, -5.89, 0.77)
H (-2.51, -8.08, 0.76)
H (-3.11, -4.51, 2.66)
H (-2.43, -2.89, 4.69)
H (-1.23, -0.75, 3.55)
H (-2.64, -4.60, -2.55)
H (-1.46, -3.06, -4.42)
H (-0.43, -0.92, -3.07)
N (2.59, -0.23, -1.71)
C (3.46, -0.07, -2.79)
C (4.48, 0.89, -2.76)
C (5.30, 1.08, -3.86)
C (5.12, 0.33, -5.02)
C (4.11, -0.63, -5.05)
C (3.29, -0.83, -3.95)
H (2.14, -1.12, -1.62)
H (2.91, 0.14, -0.83)
H (4.64, 1.46, -1.85)
H (6.09, 1.82, -3.81)
H (5.77, 0.48, -5.88)
H (3.97, -1.23, -5.93)
H (2.51, -1.58, -3.98)

## Properties
- Kohn-Sham gap: 6.8 eV
- Net charge: 0

Results of the Mulliken charge analysis, in e, for atoms 1 through 4: Pb 1.99; C -0.92; C -0.40; N -0.08


It is Q that is most stable; the runner-up trails by 0.0134 hartree.